Formula: C18H30N2O2
Source: the OMol25 dataset
Level of theory: the ωB97M-V functional and the def2-TZVPD basis

frontier orbital gap = 9.107 eV
strongest force on any atom = 0.0142 hartree/bohr
E = -963.8814 Ha
relative energy (zero: lowest compared OMol25 entry of this formula, charge and spin) = 24.3 kcal/mol

```
52
C18H30N2O2 (the ωB97M-V functional and the def2-TZVPD basis)
C -3.495 -4.128 0.437
C -2.121 -3.488 0.247
C -1.460 -4.037 -1.017
C -2.265 -1.964 0.195
C -0.923 -1.236 0.144
C -1.042 0.257 0.553
O -1.679 0.359 1.801
C -1.833 1.065 -0.494
C -2.136 2.504 -0.068
C -0.960 3.487 -0.089
C -0.462 3.754 -1.508
C -1.395 4.802 0.557
C 0.398 0.752 0.739
O 0.822 1.032 1.846
N 1.168 0.808 -0.366
N 2.508 1.197 -0.319
C 3.466 0.210 -0.056
C 3.230 -1.130 -0.350
C 4.229 -2.067 -0.163
C 5.473 -1.684 0.308
C 5.711 -0.351 0.599
C 4.717 0.591 0.423
H -4.141 -3.895 -0.406
H -3.967 -3.758 1.344
H -3.406 -5.210 0.512
H -1.495 -3.749 1.108
H -0.442 -3.670 -1.118
H -1.424 -5.123 -0.982
H -2.026 -3.742 -1.898
H -2.792 -1.627 1.088
H -2.866 -1.697 -0.676
H -0.238 -1.716 0.848
H -0.490 -1.301 -0.856
H -0.989 0.608 2.442
H -2.790 0.558 -0.618
H -1.317 1.041 -1.455
H -2.919 2.893 -0.724
H -2.543 2.463 0.944
H -0.139 3.078 0.506
H -0.088 2.850 -1.981
H 0.347 4.481 -1.492
H -1.268 4.153 -2.119
H -1.712 4.637 1.584
H -2.226 5.239 0.006
H -0.574 5.515 0.563
H 0.805 0.594 -1.283
H 2.627 2.024 0.260
H 2.261 -1.441 -0.711
H 4.031 -3.105 -0.388
H 6.250 -2.419 0.452
H 6.676 -0.043 0.974
H 4.901 1.630 0.658
```


Formula: C18H30N2O2
Source: the OMol25 dataset
Level of theory: the ωB97M-V functional and the def2-TZVPD basis

frontier orbital gap = 8.868 eV
strongest force on any atom = 0.0150 hartree/bohr
E = -963.8737 Ha
relative energy (zero: lowest compared OMol25 entry of this formula, charge and spin) = 29.1 kcal/mol

```
52
C18H30N2O2 (the ωB97M-V functional and the def2-TZVPD basis)
C -1.985 -4.969 0.886
C -1.415 -3.722 1.552
C -0.270 -3.080 0.765
C -0.755 -2.367 -0.495
C 0.357 -1.944 -1.457
C 1.359 -0.854 -0.988
O 1.822 -0.167 -2.147
C 2.529 -1.440 -0.180
C 3.773 -0.546 -0.140
C 3.521 0.820 0.491
C 4.816 1.602 0.691
C 4.555 2.978 1.292
C 0.592 0.162 -0.133
O 0.442 0.062 1.066
N 0.057 1.167 -0.855
N -0.688 2.185 -0.258
C -2.062 1.968 -0.111
C -2.767 2.680 0.857
C -4.137 2.545 0.960
C -4.824 1.695 0.108
C -4.127 0.984 -0.852
C -2.756 1.119 -0.969
H -2.432 -4.735 -0.077
H -1.201 -5.708 0.730
H -2.754 -5.413 1.514
H -1.043 -3.995 2.542
H -2.208 -2.984 1.691
H 0.458 -3.850 0.497
H 0.220 -2.350 1.408
H -1.346 -1.497 -0.201
H -1.414 -3.035 -1.055
H 0.926 -2.831 -1.753
H -0.120 -1.543 -2.357
H 2.362 -0.781 -2.656
H 2.809 -2.408 -0.605
H 2.179 -1.603 0.838
H 4.538 -1.071 0.437
H 4.166 -0.403 -1.150
H 3.022 0.688 1.453
H 2.855 1.396 -0.155
H 5.481 1.038 1.351
H 5.323 1.715 -0.270
H 3.919 3.566 0.634
H 5.489 3.517 1.439
H 4.057 2.883 2.254
H 0.314 1.286 -1.825
H -0.249 2.504 0.602
H -2.231 3.336 1.528
H -4.672 3.101 1.716
H -5.895 1.587 0.196
H -4.653 0.316 -1.519
H -2.219 0.560 -1.720
```


Formula: C18H30N2OP
Source: the OMol25 dataset
Level of theory: the ωB97M-V functional and the def2-TZVPD basis

frontier orbital gap = 8.632 eV
total charge = +1
strongest force on any atom = 0.1376 hartree/bohr
E = -1229.4751 Ha

```
52
C18H30N2OP (the ωB97M-V functional and the def2-TZVPD basis)
C 1.663 2.741 2.568
C 1.163 1.623 2.055
C 0.122 0.494 1.558
N 0.909 -0.487 0.727
C 0.010 -1.023 -0.369
P 1.022 -2.268 -1.442
C 1.297 -3.800 -0.297
C -0.017 -2.950 -2.874
C -0.416 0.236 -1.284
O -1.098 1.314 -0.580
C -1.212 1.071 0.849
C -1.792 2.427 1.539
C -3.049 3.075 0.758
C -4.489 2.470 1.193
C -4.704 0.912 0.804
C -6.258 0.686 0.400
H 2.053 3.699 3.094
H -0.238 -0.074 2.514
H 1.659 0.061 0.239
H 1.395 -1.229 1.262
H -0.864 -1.612 0.094
H 0.229 -4.236 -0.129
H 1.806 -3.486 0.692
H 1.930 -4.568 -0.906
H 0.420 -3.993 -3.172
H -1.089 -3.170 -2.490
H -0.020 -2.303 -3.825
H -1.039 -0.083 -2.211
H 0.566 0.702 -1.718
H -2.044 0.268 0.998
H -2.165 2.150 2.610
H -1.006 3.255 1.670
H -2.969 3.059 -0.391
H -3.074 4.205 1.056
H -5.289 3.097 0.617
H -4.673 2.689 2.317
H -4.389 0.288 1.733
H -4.073 0.620 -0.120
H -6.880 0.857 1.357
H -6.519 1.421 -0.447
H -6.407 -0.392 -0.023
N 4.235 0.348 -1.262
C 3.997 -0.974 -1.176
C 4.975 -1.918 -0.906
C 6.278 -1.478 -0.717
C 6.553 -0.119 -0.802
C 5.506 0.746 -1.073
H 2.960 -1.268 -1.336
H 4.725 -2.971 -0.846
H 7.072 -2.187 -0.505
H 7.559 0.258 -0.661
H 5.670 1.817 -1.146
```